{"formula": "C6H12O", "method": "ωB97M-V with the def2-TZVPD basis set", "symbols": ["C", "C", "C", "C", "C", "C", "H", "H", "H", "H", "H", "H", "H", "H", "H", "H", "H", "H", "O"], "positions_angstrom": [[0.526, 1.126, 1.081], [0.182, 2.403, 0.743], [-0.455, -0.184, -0.870], [0.506, 0.056, 0.125], [1.739, -0.800, 0.090], [-0.684, -1.389, -1.693], [0.808, 0.883, 2.101], [-0.335, 2.484, -0.212], [0.543, 3.312, 1.219], [-1.211, 0.585, -0.968], [2.555, -0.155, -0.291], [2.092, -1.005, 1.097], [1.698, -1.717, -0.490], [-1.084, -2.162, -1.017], [-1.334, -1.177, -2.519], [0.245, -1.837, -2.053], [-2.497, -0.201, 0.691], [-1.204, 0.074, 1.407], [-2.090, -0.296, 1.558]], "homo_lumo_gap_ev": [9.4, 7.5], "charge": 1, "largest_force_ev_per_a": 2.31, "e_tot_ha": -310.67254, "de_lowest_kj_mol": 117.45, "s2": 0.77, "spin_multiplicity": 2}


{"formula": "C25H36N4O4", "method": "ωB97M-V with the def2-TZVPD basis set", "symbols": ["C", "C", "C", "C", "C", "C", "O", "N", "C", "C", "C", "C", "C", "C", "N", "O", "C", "C", "C", "C", "C", "N", "O", "N", "C", "O", "C", "C", "C", "C", "C", "C", "C", "H", "H", "H", "H", "H", "H", "H", "H", "H", "H", "H", "H", "H", "H", "H", "H", "H", "H", "H", "H", "H", "H", "H", "H", "H", "H", "H", "H", "H", "H", "H", "H", "H", "H", "H", "H"], "positions_angstrom": [[5.057, 5.156, -4.388], [6.538, 4.986, -4.071], [6.812, 4.701, -2.594], [6.300, 3.335, -2.141], [6.684, 3.051, -0.685], [6.165, 1.690, -0.253], [6.870, 0.711, -0.174], [4.824, 1.703, 0.002], [3.987, 0.655, 0.391], [4.452, -0.638, 0.627], [3.563, -1.622, 1.020], [2.217, -1.349, 1.182], [1.742, -0.059, 0.944], [0.338, 0.264, 1.099], [-0.128, 1.433, 0.882], [-1.472, 1.480, 1.094], [-1.964, 0.197, 1.535], [-0.731, -0.718, 1.509], [-2.630, 0.329, 2.912], [-3.695, -0.758, 2.913], [-3.159, -2.094, 3.478], [-4.100, -3.043, 3.537], [-2.011, -2.246, 3.838], [-4.074, -0.891, 1.508], [-5.275, -1.392, 1.150], [-6.035, -1.862, 1.987], [-5.603, -1.335, -0.325], [-6.785, -2.231, -0.692], [-6.543, -3.721, -0.436], [-5.321, -4.301, -1.162], [-4.100, -4.439, -0.256], [-3.123, -0.249, 0.628], [2.635, 0.935, 0.550], [4.619, 5.930, -3.760], [4.926, 5.447, -5.427], [4.511, 4.230, -4.227], [6.948, 4.175, -4.677], [7.064, 5.903, -4.349], [6.350, 5.482, -1.986], [7.890, 4.744, -2.424], [5.214, 3.295, -2.248], [6.727, 2.557, -2.778], [6.283, 3.831, -0.034], [7.770, 3.041, -0.591], [4.349, 2.589, -0.107], [5.499, -0.859, 0.503], [3.931, -2.621, 1.204], [1.542, -2.129, 1.496], [-0.535, -1.164, 2.484], [-0.822, -1.522, 0.776], [-1.920, 0.192, 3.725], [-3.079, 1.320, 2.987], [-4.583, -0.487, 3.496], [-3.857, -3.959, 3.878], [-5.035, -2.851, 3.186], [-5.843, -0.296, -0.570], [-4.727, -1.613, -0.911], [-7.017, -2.078, -1.748], [-7.652, -1.922, -0.106], [-6.438, -3.881, 0.637], [-7.441, -4.253, -0.757], [-5.074, -3.678, -2.025], [-5.567, -5.292, -1.547], [-4.306, -5.147, 0.544], [-3.245, -4.805, -0.822], [-3.830, -3.490, 0.201], [-2.779, -0.930, -0.156], [-3.560, 0.637, 0.153], [2.249, 1.928, 0.373]], "homo_lumo_gap_ev": 9.1, "largest_force_ev_per_a": 1.08, "smiles": "CCCCCC(=O)Nc1cccc(C2=NO[C@@]3(C2)C[C@H](C(N)=O)N(C(=O)CCCCC)C3)c1", "e_tot_ha": -1494.26533, "de_lowest_kj_mol": 44.24, "spin_multiplicity": 1}


{"formula": "C47H60N4O2ReSi3", "method": "ωB97M-V with the def2-TZVPD basis set", "symbols": ["Re", "C", "Si", "C", "C", "C", "C", "C", "C", "C", "Si", "C", "C", "H", "H", "H", "H", "H", "H", "H", "H", "H", "H", "H", "H", "H", "H", "H", "H", "O", "C", "O", "C", "C", "C", "C", "C", "C", "C", "C", "C", "N", "H", "H", "H", "H", "H", "H", "C", "C", "C", "C", "C", "C", "C", "N", "C", "C", "C", "C", "C", "C", "C", "N", "C", "C", "C", "C", "H", "H", "H", "H", "H", "H", "H", "H", "H", "H", "H", "H", "H", "H", "H", "H", "H", "H", "H", "H", "H", "H", "H", "H", "C", "Si", "C", "C", "N", "C", "C", "C", "C", "C", "C", "H", "H", "H", "H", "H", "H", "H", "H", "H", "H", "H", "H", "H", "H"], "positions_angstrom": [[-0.800, -0.305, 1.083], [-2.912, 2.015, 3.121], [-2.718, 1.272, 1.363], [-2.717, 2.816, 0.196], [-4.301, 0.341, 0.867], [-5.509, 1.013, 0.741], [-6.648, 0.356, 0.315], [-6.583, -0.995, 0.019], [-5.390, -1.677, 0.179], [-4.238, -1.029, 0.602], [-2.633, -2.000, 1.102], [-3.383, -2.726, 2.725], [-2.552, -3.534, -0.095], [-3.891, 2.476, 3.210], [-2.165, 2.779, 3.318], [-2.829, 1.256, 3.891], [-3.670, 3.324, 0.287], [-2.599, 2.533, -0.846], [-1.941, 3.534, 0.442], [-5.564, 2.064, 0.987], [-7.582, 0.892, 0.215], [-7.468, -1.518, -0.316], [-5.353, -2.738, -0.020], [-4.354, -3.156, 2.490], [-3.531, -1.960, 3.481], [-2.766, -3.507, 3.148], [-2.953, -4.407, 0.408], [-1.534, -3.774, -0.385], [-3.135, -3.388, -0.999], [1.270, -0.198, 4.612], [0.982, -0.381, 3.436], [-0.207, -0.430, 2.991], [2.157, -0.513, 2.466], [3.409, -0.777, 3.059], [4.523, -0.805, 2.278], [4.404, -0.534, 0.898], [5.512, -0.508, 0.029], [5.350, -0.220, -1.298], [4.070, 0.048, -1.802], [2.973, 0.021, -0.985], [3.101, -0.278, 0.389], [2.006, -0.293, 1.184], [3.441, -0.951, 4.121], [5.491, -1.022, 2.705], [6.497, -0.715, 0.425], [6.204, -0.194, -1.959], [3.961, 0.276, -2.854], [1.998, 0.244, -1.385], [-1.530, 0.436, -6.005], [-0.229, 0.648, -5.219], [0.787, -0.440, -5.597], [0.340, 2.018, -5.590], [-0.503, 0.531, -3.736], [-1.213, -0.573, -3.242], [-1.415, -0.732, -1.899], [-0.913, 0.098, -0.953], [-0.257, 1.211, -1.421], [-0.053, 1.426, -2.786], [0.246, 2.121, -0.407], [0.698, 3.418, -0.658], [1.097, 4.238, 0.387], [1.046, 3.691, 1.674], [0.595, 2.405, 1.853], [0.197, 1.632, 0.849], [1.567, 5.655, 0.119], [2.864, 5.575, -0.698], [0.480, 6.413, -0.656], [1.842, 6.424, 1.414], [-1.353, 0.615, -7.063], [-2.296, 1.128, -5.663], [-1.905, -0.577, -5.898], [0.957, -0.431, -6.671], [0.427, -1.426, -5.314], [1.735, -0.270, -5.090], [0.469, 2.085, -6.668], [1.311, 2.183, -5.127], [-0.342, 2.808, -5.285], [-1.599, -1.319, -3.915], [-1.972, -1.579, -1.532], [0.508, 2.297, -3.077], [0.715, 3.786, -1.671], [1.360, 4.252, 2.536], [0.553, 1.976, 2.846], [2.703, 5.064, -1.644], [3.619, 5.025, -0.140], [3.247, 6.571, -0.909], [0.304, 5.985, -1.639], [0.777, 7.451, -0.788], [-0.456, 6.393, -0.101], [2.646, 5.965, 1.983], [0.948, 6.471, 2.031], [2.138, 7.443, 1.178], [-0.670, -5.433, 2.767], [0.310, -3.800, 3.066], [2.054, -4.242, 3.750], [-0.501, -2.887, 4.524], [0.406, -2.930, 1.565], [1.037, -3.410, 0.489], [1.122, -2.622, -0.681], [1.796, -3.033, -1.804], [2.416, -4.275, -1.842], [2.323, -5.092, -0.722], [1.659, -4.683, 0.409], [-0.905, -5.934, 3.701], [-0.121, -6.137, 2.152], [-1.602, -5.227, 2.253], [1.974, -4.792, 4.684], [2.614, -3.334, 3.955], [2.646, -4.840, 3.066], [-1.072, -3.569, 5.147], [-1.162, -2.084, 4.222], [0.262, -2.444, 5.156], [0.654, -1.650, -0.656], [1.843, -2.382, -2.665], [2.967, -4.599, -2.713], [2.773, -6.075, -0.734], [1.612, -5.336, 1.263]], "homo_lumo_gap_ev": [4.8, 4.3], "largest_force_ev_per_a": 2.29, "e_tot_ha": -3143.34355, "de_lowest_kj_mol": 125.62, "s2": 3.78, "spin_multiplicity": 4}


{"formula": "CH5N3O3", "method": "ωB97M-V with the def2-TZVPD basis set", "symbols": ["H", "N", "N", "O", "O", "N", "O", "C", "H", "H", "H", "H"], "positions_angstrom": [[-3.526, 0.929, 0.741], [-2.570, 1.034, 0.408], [-2.102, -0.038, 0.033], [-2.593, -1.133, -0.020], [-0.764, -0.158, -0.502], [0.304, 0.813, -0.474], [1.186, 0.518, 0.523], [2.149, -0.482, 0.217], [0.723, 0.706, -1.399], [2.976, -0.036, -0.346], [1.700, -1.298, -0.349], [2.518, -0.854, 1.169]], "homo_lumo_gap_ev": 11.1, "largest_force_ev_per_a": 2.35, "smiles": "[H]/N=[N+](\\[O-])ONOC", "e_tot_ha": -430.82072, "de_lowest_kj_mol": 531.09, "spin_multiplicity": 1}